40
Properties=species:S:1:pos:R:3:lowdin_charge:R:1 method="wB97M-V/def2-TZVPD" e_homo_ha=-0.3243 smiles="CN(c1ccccc1)S(=O)(=O)c1ccc(Cl)c(C(=O)OCC(N)=O)c1" lumo_ev=-0.34 total_charge=0
C 3.27323 -0.70235 -0.25730 -0.084
N 2.06013 -1.19379 -0.86853 -0.231
C 1.64841 -2.51957 -0.66132 -0.259
C 2.53538 -3.50274 -0.23060 -0.025
C 2.08703 -4.79125 0.00015 -0.083
C 0.75870 -5.11982 -0.20295 -0.093
C -0.12425 -4.14430 -0.63522 -0.071
C 0.30943 -2.85019 -0.85408 -0.033
H -0.38082 -2.09823 -1.19826 0.100
H -1.16351 -4.38879 -0.79548 0.106
H 0.41461 -6.12759 -0.02690 0.101
H 2.78685 -5.54321 0.33399 0.104
H 3.57742 -3.26851 -0.08068 0.105
S 1.67237 -0.36519 -2.27128 0.688
O 0.72352 -1.10056 -3.04487 -0.255
O 2.87565 0.07921 -2.91147 -0.273
C 0.85342 1.09326 -1.59892 -0.242
C -0.00893 0.97418 -0.53403 0.021
C -0.67132 2.09337 -0.02462 -0.106
C -0.46013 3.33429 -0.63694 -0.571
C 0.41193 3.44023 -1.71717 -0.076
C 1.07300 2.32398 -2.19384 -0.029
H 1.76255 2.38590 -3.02077 0.121
H 0.56175 4.40471 -2.17590 0.110
Cl -1.27193 4.75489 -0.12414 0.790
C -1.56949 1.84333 1.13576 -0.445
O -1.97744 0.73547 1.41122 0.097
O -1.84619 2.92857 1.84467 -0.036
C -2.63746 2.78711 3.02165 -0.051
H -2.36834 1.85948 3.53864 0.136
H -2.40572 3.65741 3.63677 0.139
C -4.15037 2.78193 2.71970 -0.520
O -4.87459 3.68795 3.05255 0.070
N -4.56297 1.67553 2.07957 0.185
H -5.53548 1.59282 1.83165 0.119
H -3.91762 0.94070 1.82668 0.081
H -0.17986 0.01537 -0.06853 0.122
H 4.17118 -1.03717 -0.78343 0.095
H 3.30901 -1.02200 0.78340 0.103
H 3.24088 0.38558 -0.29916 0.088

79
Properties=species:S:1:pos:R:3:lowdin_charge:R:1 method="wB97M-V/def2-TZVPD" e_homo_ha=-0.4076 lumo_ev=-5.20 total_charge=+1
C -3.24662 5.75148 0.53926 0.001
N -2.95359 4.33894 0.46616 -0.044
C -3.90904 3.40960 0.76586 -0.365
O -5.05398 3.66204 1.12816 0.107
C -3.26232 2.03440 0.61586 -0.154
C -3.94998 1.13619 -0.40542 -0.090
C -5.43503 0.95997 -0.16966 -0.243
C -6.33691 1.21619 -1.20578 -0.039
C -7.71061 1.11487 -0.97657 -0.068
C -8.18547 0.69471 0.27275 -0.072
C -7.27734 0.39823 1.29664 -0.065
C -5.90147 0.51218 1.07221 -0.042
N -1.88242 2.36689 0.25040 0.059
C -0.96545 1.41948 -0.03341 0.038
C 0.38774 1.69554 -0.19960 -0.055
C 1.35374 0.71690 -0.43822 0.054
C 2.74685 1.00850 -0.33298 -0.174
C 3.70539 -0.02320 -0.11329 0.020
C 5.04283 0.25197 0.09271 0.048
C 5.46744 1.59698 0.14866 -0.123
N 6.86273 1.85571 0.24361 -0.305
O 7.27285 3.03816 0.25299 0.084
O 7.63310 0.86395 0.30362 0.074
C 4.54292 2.64827 -0.03486 0.030
C 3.23421 2.35821 -0.36802 0.010
C -1.60619 3.81637 0.26809 -0.455
C -1.06435 4.32722 -1.07494 0.014
C -0.71524 4.25554 1.44742 0.022
H -4.32260 5.89545 0.68132 0.106
H -2.71439 6.22527 1.37566 0.101
H -2.93328 6.23752 -0.39202 0.095
H -3.27705 1.54629 1.60700 0.173
H -3.76610 1.54838 -1.41226 0.134
H -3.47151 0.14590 -0.34258 0.121
H -5.94499 1.54642 -2.17166 0.113
H -8.41053 1.37374 -1.77006 0.108
H -9.25820 0.58636 0.43796 0.108
H -7.63654 0.09200 2.28047 0.109
H -5.18633 0.29158 1.87058 0.115
H -1.33208 0.39367 -0.13748 0.155
H 0.71188 2.73663 -0.06629 0.074
H 1.03020 -0.32670 -0.50441 0.113
H 3.36267 -1.05235 -0.06886 0.086
H 5.78122 -0.53410 0.22070 0.130
H 4.88501 3.67515 0.07379 0.128
H 2.55919 3.17443 -0.62295 0.113
H -1.81485 4.14838 -1.85758 0.110
H -0.88223 5.40440 -0.99596 0.095
H -0.13143 3.83213 -1.34887 0.071
H -1.31374 4.28551 2.36935 0.108
H 0.12128 3.57106 1.59934 0.078
H -0.32333 5.26089 1.24298 0.100
C 2.93222 -6.25571 3.77807 -0.111
C 2.82092 -6.10072 2.26382 -0.252
C 1.73150 -5.11798 1.84032 -0.189
N 1.77173 -4.79100 0.41815 0.068
C 1.80427 -3.51786 -0.02996 -0.425
C 1.62688 -3.30552 -1.54745 -0.246
C 2.18371 -4.43086 -2.45246 -0.120
C 3.17251 -3.75864 -3.41672 -0.142
C 3.18287 -2.26120 -3.05902 -0.195
N 2.31072 -2.10239 -1.91934 -0.039
O 1.97726 -2.56019 0.72031 0.023
H 3.70127 -6.99518 4.01722 0.074
H 3.21475 -5.31198 4.25773 0.076
H 1.99546 -6.59391 4.23348 0.075
H 3.78840 -5.77755 1.85775 0.112
H 2.60976 -7.07311 1.80130 0.108
H 0.75351 -5.56836 2.05043 0.127
H 1.79217 -4.17892 2.39620 0.118
H 1.61912 -5.55323 -0.23119 0.136
H 0.53066 -3.24169 -1.70752 0.152
H 2.68676 -5.23116 -1.89699 0.106
H 1.33096 -4.85389 -2.99552 0.115
H 4.16842 -4.17970 -3.25755 0.110
H 2.85178 -3.90333 -4.45426 0.111
H 4.19201 -1.95057 -2.75936 0.104
H 2.90898 -1.64298 -3.92818 0.115
H 1.81532 -1.22567 -1.85902 0.079

20
Properties=species:S:1:pos:R:3:lowdin_charge:R:1 method="wB97M-V/def2-TZVPD" e_homo_ha=-0.2961 lumo_ev=0.84 total_charge=0
C -2.46641 -0.07347 -0.13768 -0.092
C -2.37067 1.24108 -0.18520 -0.214
C -1.23526 -0.84596 -0.30565 -0.423
C -0.15230 -0.15315 -0.43194 -0.098
C -1.09976 1.97601 -0.27265 0.004
C -1.28143 -2.29913 -0.19502 -0.065
C 2.60782 0.85990 0.79548 -0.292
Si 1.76775 -0.06109 -0.58071 0.585
H -3.47611 -0.52459 -0.12809 0.117
H -3.27500 1.80434 -0.24615 0.088
H -1.05036 2.29890 -1.33444 0.073
H -0.58498 2.64634 0.39885 0.050
H -0.22750 -2.64497 -0.02656 0.086
H -1.51832 -2.73633 -1.11636 0.065
H -1.93132 -2.61977 0.62276 0.092
H 3.71164 0.63782 0.63947 0.031
H 2.36985 1.94998 0.90498 0.042
H 2.66302 0.29041 1.75789 0.029
H 2.06927 0.80828 -1.79521 -0.034
H 1.99463 -1.53564 -0.87015 -0.043

12
Properties=species:S:1:pos:R:3:lowdin_charge:R:1 method="wB97M-V/def2-TZVPD" e_homo_ha=-0.3689 smiles="CC(C=O)C=O" lumo_ev=0.42 total_charge=0
C 1.44009 0.02714 0.04153 -0.033
C -0.07822 -0.12506 -0.15157 -0.289
C -0.86667 -1.02525 0.72969 -0.231
O -1.80652 -1.55916 0.16327 0.033
C -0.77046 1.16486 -0.50217 -0.238
O -0.20353 2.11003 -0.99279 0.058
H 1.77860 0.94119 -0.45665 0.074
H 1.70833 0.13752 1.10441 0.088
H 2.01076 -0.81549 -0.35015 0.078
H -0.70245 -0.71795 -0.95920 0.190
H -0.63870 -1.26278 1.77729 0.136
H -1.87123 1.12494 -0.40367 0.135

21
Properties=species:S:1:pos:R:3:lowdin_charge:R:1 method="wB97M-V/def2-TZVPD" e_homo_ha=-0.3869 smiles="O=CNC(=O)CCO.O.O" lumo_ev=0.45 total_charge=0
O -1.74494 0.10411 2.04109 0.086
C -0.85252 0.39131 1.26101 -0.452
N 0.36513 0.73914 1.81502 0.133
C 1.42306 1.44577 1.24008 -0.288
O 2.37944 1.70749 1.92798 0.064
C -1.13884 0.56061 -0.21726 -0.071
C -1.66646 -0.72526 -0.84426 -0.241
O -0.97903 -1.88617 -0.45690 -0.056
H 0.44777 0.64056 2.81645 0.163
H 1.37103 1.71707 0.18484 0.125
H -0.17986 0.85322 -0.69091 0.067
H -1.84350 1.39179 -0.34673 0.143
H -2.74898 -0.83017 -0.76422 0.123
H -1.64184 -0.64872 -1.94793 0.127
H -1.49653 -2.41169 0.14747 0.104
H 0.91179 -2.32022 -0.07787 0.003
H 1.36585 -1.30193 0.90889 0.004
O 1.71695 -1.92515 0.26023 -0.053
H 1.42932 0.36434 -1.81544 0.029
H 1.82743 1.34122 -2.83157 0.054
O 1.05472 0.79269 -2.60998 -0.067

46
Properties=species:S:1:pos:R:3:lowdin_charge:R:1 method="wB97M-V/def2-TZVPD" e_homo_ha="-0.4641 / -0.4641" lumo_ev="-9.84 / -9.84" total_charge=+2
C -2.50189 0.47754 -3.01812 -0.023
C -2.16155 -0.73570 -2.42636 -0.009
C -1.40012 -0.80486 -1.23259 -0.231
C -1.05743 0.39206 -0.51067 -0.139
C -1.24783 1.56194 -1.27434 -0.371
C -2.02107 1.63068 -2.44476 -0.035
C -1.20016 -2.20315 -0.70176 -0.124
C 0.12088 -3.08605 -0.76425 -0.171
N 1.42405 -2.54990 -0.92586 -0.284
Hf -0.58050 1.10518 1.83593 1.756
C -0.63435 2.85121 -0.73739 -0.310
P 0.90760 2.41684 0.21165 0.791
H -2.52822 -1.65363 -2.88541 0.130
H -2.24824 2.61390 -2.86230 0.131
H -3.12041 0.50001 -3.90557 0.129
H -1.34557 3.38689 -0.08359 0.095
H -0.33683 3.53225 -1.55358 0.121
H -1.56366 -2.22032 0.33521 0.092
H -1.91620 -2.83280 -1.25187 0.110
H 0.13520 -3.64445 0.18781 0.116
C 1.49589 3.97735 0.95462 -0.246
C 2.01100 2.29397 -1.23707 -0.198
H -0.07070 -3.80203 -1.58637 0.126
C 1.75315 -1.65468 -1.99424 -0.068
C 2.31426 -2.60084 0.20996 -0.086
H 0.97401 1.72117 2.69892 0.082
H 2.18639 -2.18719 -2.83964 0.094
H 0.84649 -1.15187 -2.32964 0.071
H 2.49115 -0.93649 -1.63104 0.069
H 3.15031 -3.29782 0.04395 0.094
H 2.75730 -1.60527 0.36936 0.063
H 1.74613 -2.93222 1.09905 0.082
H 2.21383 3.26879 -1.70593 0.086
H 2.97827 1.87072 -0.95511 0.063
H 1.59243 1.66503 -2.03012 0.065
H 1.49513 4.82887 0.26130 0.079
H 0.88690 4.23346 1.83042 0.046
H 2.52488 3.82124 1.30577 0.071
H 0.95006 1.01118 2.90123 0.110
C -1.80042 -1.81429 4.50043 0.061
C -1.27193 -0.74705 3.60626 -0.580
O -1.29412 0.50867 3.93340 -0.109
O -0.82111 -0.99471 2.42977 -0.105
H -2.87780 -1.65701 4.61669 0.124
H -1.34032 -1.75790 5.49157 0.121
H -1.61490 -2.79871 4.06426 0.111

The records above yield relative energy (zero: lowest compared OMol25 entry of this formula, charge and spin) values of 0.000 0.000 3.801 2.146 1.535 1.999 eV, respectively.